1.
# C4H13N3

C4H13N3 in the gas phase (ωB97M-V with the def2-TZVPD basis set, the Open Molecules 2025 dataset).

Last column: Löwdin charge in e.
Geometry (Å):
C 0.59 -0.05 -0.04  -0.71
C 1.87 0.13 0.77  -0.03
C -1.16 -1.78 -0.69  -0.06
C -1.24 1.67 0.55  -0.13
N 0.35 -1.43 -0.35  -0.04
N -0.57 0.39 0.75  -0.09
N 0.67 0.66 -1.28  0.08
H 0.98 -2.14 0.02  0.10
H -0.70 -0.08 1.64  0.11
H 1.35 1.40 -1.43  0.08
H -0.04 0.54 -1.99  0.08
H 2.05 1.19 0.99  0.08
H 2.73 -0.25 0.21  0.08
H 1.82 -0.41 1.72  0.08
H -1.62 -2.16 0.22  0.06
H -1.07 -2.58 -1.43  0.06
H -1.76 -1.02 -1.19  0.06
H -2.08 1.73 1.24  0.07
H -0.55 2.50 0.75  0.06
H -1.63 1.72 -0.47  0.06

For the energy above the lowest of the compared OMol25 structures with the same formula, charge and spin, the calculation gives 1.545 eV. The HOMO energy comes out at -7.7 eV. The total charge is 0. The value obtained for the total energy is -8827.8672 eV. Its LUMO energy is 0.03868 hartree.

2.
# C4H13N3

A 2-piece molecular cluster, C4H13N3 overall (ωB97M-V with the def2-TZVPD basis set, the Open Molecules 2025 dataset).

Last column: Löwdin charge in e.
Geometry (Å):
N 3.64 -0.61 -0.91  0.04
C -3.13 0.58 -0.32  -0.10
C -2.04 -0.42 -0.74  -0.31
N -1.27 -0.99 0.31  0.03
C -0.54 -0.12 0.98  -0.25
C 1.08 0.00 0.52  -0.34
N 1.90 0.30 1.54  0.04
H -2.72 1.54 -0.02  0.06
H 4.25 -1.39 -0.70  0.01
H -3.55 0.17 0.61  0.08
H -3.95 0.77 -1.00  0.07
H -1.37 -0.01 -1.52  0.12
H -2.57 -1.17 -1.33  0.10
H 3.92 -0.11 -1.73  0.01
H -0.56 -0.27 2.06  0.12
H -1.03 0.87 0.99  0.11
H 1.24 0.63 -0.36  0.11
H 1.30 -1.03 0.23  0.10
H 3.35 -0.05 -0.13  -0.04
H 2.05 1.31 1.51  0.04

For the energy above the lowest of the compared OMol25 structures with the same formula, charge and spin, the calculation gives 5.631 eV. The HOMO energy comes out at -8.4 eV. The total charge is 0. The value obtained for the total energy is -8823.7817 eV. Its LUMO energy is -0.06557 hartree.

3.
# C4H13N3

A 2-piece molecular cluster, C4H13N3 overall (ωB97M-V with the def2-TZVPD basis set, the Open Molecules 2025 dataset).

Last column: Löwdin charge in e.
Geometry (Å):
C -2.47 -0.98 -0.35  -0.14
C 1.72 -1.10 0.77  -0.01
C 1.07 1.11 1.40  -0.05
C 0.33 1.65 -1.41  -0.06
N -1.04 -1.27 -0.34  -0.12
N 0.67 -0.11 0.98  -0.29
N -0.54 -0.32 0.54  -0.05
H -2.88 -0.74 -1.39  0.09
H -3.08 -1.69 0.30  0.08
H -2.59 -0.02 0.20  0.07
H 1.24 -1.77 0.21  0.02
H 2.55 -0.66 0.17  0.11
H 2.20 -1.62 1.64  0.11
H 0.51 1.58 -0.44  -0.13
H 0.41 1.99 1.52  0.08
H 2.07 1.22 1.76  0.05
H 0.71 0.72 -1.99  0.06
H -0.75 1.56 -1.62  0.02
H 0.67 2.70 -1.76  0.06
H -0.79 -2.24 -0.22  0.09

For the energy above the lowest of the compared OMol25 structures with the same formula, charge and spin, the calculation gives 6.009 eV. The HOMO energy (spin up / spin down) comes out at -6.5 / -6.6 eV. The total charge is 0. The value obtained for the total energy is -8823.4033 eV. Its LUMO energy (spin up / spin down) is 0.03484 / 0.03468 hartree.

4.
# C4H13N3

C4H13N3 in the gas phase (ωB97M-V with the def2-TZVPD basis set, the Open Molecules 2025 dataset).

Last column: Löwdin charge in e.
Geometry (Å):
N 2.99 0.14 0.70  0.00
C 2.05 1.20 1.01  -0.29
C 0.58 0.76 1.12  -0.26
N 0.24 -0.24 0.13  -0.07
C -1.15 -0.71 0.27  -0.22
C -1.99 -0.37 -0.96  -0.29
N -1.72 -1.31 -2.05  -0.01
H 3.29 0.22 -0.25  0.05
H 2.63 -0.76 0.95  0.06
H 2.29 1.81 1.88  0.10
H 2.06 1.96 0.21  0.10
H -0.07 1.64 1.02  0.11
H 0.39 0.33 2.10  0.11
H 0.28 0.22 -0.73  0.07
H -1.58 -0.26 1.16  0.10
H -1.18 -1.80 0.28  0.10
H -1.73 0.61 -1.35  0.11
H -3.07 -0.28 -0.76  0.10
H -2.15 -2.20 -1.83  0.06
H -2.16 -0.96 -2.89  0.06

For the energy above the lowest of the compared OMol25 structures with the same formula, charge and spin, the calculation gives 1.113 eV. The HOMO energy comes out at -8.7 eV. The total charge is 0. The value obtained for the total energy is -8828.2999 eV. Its LUMO energy is 0.03757 hartree.